110
Properties=species:S:1:pos:R:3 method="wB97M-V/def2-TZVPD" lumo_ev=0.14 gap_ev=7.7 energy_ev=-72338.0410 largest_force_ev_per_a=1.38 relative_energy_ev=1.142
Sc 0.289 -0.884 -0.779
C -3.537 0.264 1.632
N -2.208 0.491 2.197
C -2.316 0.733 3.634
C -1.559 1.622 1.515
C -0.059 1.709 1.819
N 0.798 1.407 0.662
C 2.177 1.287 1.183
C 3.261 0.825 0.245
C 4.385 1.601 0.046
C 5.456 1.137 -0.714
C 5.344 -0.146 -1.229
C 4.244 -0.991 -1.024
C 3.176 -0.471 -0.291
O 2.028 -1.134 -0.062
C 4.292 -2.394 -1.648
C 3.977 -2.272 -3.144
C 3.309 -3.390 -1.021
C 5.698 -3.004 -1.485
C 6.711 1.994 -0.883
C 6.339 3.385 -1.410
C 7.713 1.370 -1.854
C 7.393 2.148 0.484
C 0.679 2.544 -0.277
C 1.142 2.354 -1.696
C 2.077 3.227 -2.239
C 2.388 3.188 -3.587
C 1.693 2.266 -4.372
C 0.746 1.374 -3.880
C 0.499 1.407 -2.495
O -0.347 0.539 -1.895
C -0.016 0.424 -4.812
C 0.226 0.736 -6.295
C -1.525 0.545 -4.564
C 0.428 -1.023 -4.580
C 3.428 4.098 -4.240
C 2.770 4.920 -5.356
C 4.047 5.069 -3.236
C 4.544 3.233 -4.842
H -4.180 1.147 1.746
H -4.011 -0.578 2.135
H -3.450 0.032 0.571
H -2.922 1.626 3.838
H -1.333 0.876 4.076
H -2.786 -0.123 4.118
H -2.071 2.555 1.794
H -1.707 1.489 0.442
H 0.187 1.000 2.610
H 0.191 2.708 2.208
H 2.124 0.571 2.008
H 2.478 2.256 1.611
H 4.417 2.589 0.496
H 6.154 -0.525 -1.832
H 2.969 -1.881 -3.294
H 4.035 -3.251 -3.628
H 4.677 -1.600 -3.643
H 2.268 -3.138 -1.209
H 3.449 -3.464 0.059
H 3.504 -4.373 -1.458
H 6.457 -2.494 -2.076
H 5.680 -4.044 -1.818
H 6.011 -2.986 -0.440
H 5.863 3.315 -2.389
H 7.234 4.004 -1.509
H 5.652 3.902 -0.738
H 7.274 1.220 -2.843
H 8.084 0.409 -1.494
H 8.572 2.034 -1.965
H 6.729 2.627 1.206
H 8.294 2.760 0.395
H 7.676 1.173 0.885
H 1.193 3.417 0.158
H -0.380 2.802 -0.327
H 2.558 3.936 -1.577
H 1.913 2.246 -5.429
H -0.051 1.761 -6.549
H -0.390 0.065 -6.896
H 1.264 0.573 -6.589
H -1.858 1.572 -4.734
H -1.793 0.262 -3.548
H -2.061 -0.103 -5.262
H 1.489 -1.137 -4.808
H -0.131 -1.694 -5.239
H 0.250 -1.359 -3.557
H 1.954 5.527 -4.960
H 2.363 4.282 -6.142
H 3.503 5.588 -5.815
H 3.295 5.739 -2.813
H 4.798 5.684 -3.736
H 4.539 4.546 -2.415
H 4.163 2.597 -5.642
H 4.982 2.582 -4.083
H 5.335 3.861 -5.260
C -0.171 -4.441 -2.970
C -0.877 -3.695 -1.840
C -0.919 -4.570 -0.589
C -2.287 -3.299 -2.268
O -0.153 -2.528 -1.545
H -0.720 -5.342 -3.253
H 0.834 -4.730 -2.659
H -0.085 -3.796 -3.845
H -1.516 -4.093 0.193
H 0.095 -4.726 -0.216
H -1.365 -5.545 -0.799
H -2.893 -4.175 -2.511
H -2.241 -2.653 -3.147
H -2.781 -2.749 -1.463
O -0.840 -1.397 0.997
H -0.570 -2.205 1.449
H -1.285 -0.752 1.634

=====

127
Properties=species:S:1:pos:R:3 method="wB97M-V/def2-TZVPD" lumo_ev=-0.10 gap_ev=8.7 energy_ev=-109960.8357 largest_force_ev_per_a=5.33
C 0.072 3.141 7.180
C 1.444 3.633 6.465
O 1.059 4.164 5.173
C 1.955 3.697 4.116
C 1.887 4.558 2.775
C 2.793 3.752 1.679
C 4.375 3.854 1.969
C 5.096 5.110 1.294
F 4.451 6.268 0.785
C 6.521 5.055 1.147
F 7.184 5.204 -0.100
F 7.289 4.800 2.309
O 2.431 5.892 2.832
C 3.179 6.183 4.026
C 0.333 4.728 2.273
C -0.047 3.771 1.032
C -0.149 2.196 1.451
C -1.473 1.479 0.902
C -1.335 -0.105 1.267
O -0.570 -0.850 0.279
C -1.283 -2.014 -0.163
O -0.998 -3.166 0.248
O 0.184 6.095 1.831
C -1.144 6.603 2.049
C -1.189 8.071 1.335
C -2.693 8.493 0.927
C -3.502 9.478 1.927
N -3.201 8.055 -0.215
C -1.539 6.846 3.574
Cl -0.363 7.654 4.738
C -2.807 6.415 4.080
C -3.919 5.669 3.200
Cl -3.252 6.689 5.853
H 0.368 2.560 8.115
H -0.442 2.459 6.401
H -0.622 4.030 7.376
H 2.071 2.696 6.279
H 1.994 4.404 7.116
H 1.554 2.642 3.839
H 3.027 3.494 4.503
H 2.635 4.212 0.631
H 2.549 2.622 1.679
H 4.847 2.917 1.483
H 4.637 3.763 3.090
H 3.642 7.232 3.875
H 2.547 6.249 4.977
H 4.054 5.482 4.244
H -0.400 4.430 3.120
H -1.135 4.057 0.748
H 0.570 3.943 0.090
H 0.750 1.648 0.995
H -0.136 2.086 2.603
H -1.614 1.624 -0.221
H -2.402 1.829 1.491
H -0.748 -0.161 2.264
H -2.355 -0.597 1.467
H -2.130 -1.824 -0.915
H -1.872 5.956 1.455
H -0.882 8.812 2.171
H -0.436 8.159 0.485
H -2.899 9.555 2.907
H -3.469 10.527 1.458
H -4.583 9.160 2.085
H -2.445 7.473 -0.643
H -4.583 4.967 3.835
H -3.483 5.006 2.372
H -4.567 6.498 2.730
C 0.632 -3.135 -2.212
C 0.028 -3.768 -3.451
O 0.352 -3.015 -4.630
C 1.602 -3.171 -5.092
O 2.455 -3.881 -4.618
O 1.749 -2.376 -6.170
C 3.073 -2.367 -6.701
H 0.334 -2.085 -2.134
H 0.311 -3.663 -1.317
H 1.723 -3.154 -2.248
H -1.062 -3.764 -3.367
H 0.338 -4.811 -3.565
H 3.423 -3.380 -6.914
H 3.751 -1.865 -6.005
H 3.058 -1.804 -7.635
C 4.232 -7.709 -1.629
C 3.394 -8.815 -1.014
O 2.600 -8.320 0.073
C 1.513 -7.616 -0.279
O 1.152 -7.377 -1.407
O 0.904 -7.198 0.845
C -0.215 -6.345 0.609
H 4.833 -7.213 -0.863
H 4.896 -8.111 -2.397
H 3.604 -6.942 -2.086
H 4.053 -9.580 -0.596
H 2.762 -9.306 -1.759
H -0.932 -6.809 -0.072
H 0.125 -5.385 0.214
H -0.712 -6.169 1.564
C -5.848 -8.721 3.931
C -5.403 -10.168 3.826
O -4.380 -10.325 2.835
C -3.154 -9.916 3.198
O -2.847 -9.446 4.268
O -2.327 -10.098 2.154
C -1.006 -9.606 2.372
H -6.152 -8.342 2.951
H -6.686 -8.625 4.625
H -5.037 -8.080 4.282
H -6.246 -10.784 3.506
H -5.066 -10.558 4.791
H -0.573 -10.019 3.286
H -1.018 -8.514 2.412
H -0.387 -9.914 1.529
C -1.633 1.121 -11.827
C -1.523 1.786 -10.468
O -1.675 0.831 -9.410
C -0.607 0.050 -9.177
O 0.449 0.091 -9.764
O -0.922 -0.804 -8.188
C 0.097 -1.765 -7.910
H -2.566 0.557 -11.903
H -1.603 1.867 -12.624
H -0.819 0.412 -11.990
H -2.331 2.512 -10.353
H -0.581 2.332 -10.360
H 1.050 -1.283 -7.715
H 0.183 -2.468 -8.744
H -0.197 -2.318 -7.022

=====

120
Properties=species:S:1:pos:R:3 method="wB97M-V/def2-TZVPD" lumo_ev="-5.47 / -4.85" gap_ev="4.4 / 5.1" multiplicity=2 energy_ev=-164718.4084 largest_force_ev_per_a=4.27 total_charge=+1 relative_energy_ev=5.235
Ir 0.337 0.129 0.304
C -3.670 1.565 7.153
C -4.216 2.009 5.785
C -5.682 1.574 5.638
C -4.152 3.533 5.708
C -3.395 1.344 4.704
C -2.617 2.038 3.783
C -1.901 1.349 2.831
Br -0.793 2.307 1.608
C -1.889 -0.071 2.722
O -1.192 -0.668 1.832
C -2.696 -0.780 3.687
C -3.399 -0.056 4.618
C -2.757 -2.296 3.644
C -3.381 -2.711 2.304
C -3.608 -2.906 4.762
C -1.342 -2.868 3.800
H -4.225 2.056 7.948
H -2.622 1.839 7.244
H -3.757 0.492 7.292
H -6.290 2.056 6.400
H -5.802 0.500 5.746
H -6.061 1.863 4.661
H -4.775 3.964 6.487
H -4.519 3.890 4.750
H -3.136 3.889 5.856
H -2.556 3.114 3.779
H -3.998 -0.592 5.333
H -4.425 -2.406 2.277
H -3.333 -3.792 2.193
H -2.869 -2.247 1.468
H -4.650 -2.608 4.689
H -3.225 -2.644 5.745
H -3.566 -3.987 4.668
H -0.660 -2.436 3.075
H -1.365 -3.946 3.659
H -0.971 -2.656 4.800
C -0.227 -3.302 0.262
O 0.469 -2.242 -0.361
Si 1.304 -2.462 -1.802
C 2.831 -3.539 -1.366
C 0.357 -3.634 -2.988
C 1.382 -0.639 -2.348
Si 3.156 0.041 -2.423
C 3.898 1.799 -2.524
C 3.807 -0.846 -4.000
C 3.987 -0.596 -0.816
Si -0.220 -0.011 -3.210
C -0.966 1.709 -3.631
C -1.616 -0.681 -2.065
C -0.005 -0.735 -4.980
H -0.873 -3.799 -0.461
H -0.838 -2.889 1.057
H 0.477 -4.028 0.671
H 2.554 -4.590 -1.403
H 3.224 -3.352 -0.372
H 3.637 -3.397 -2.076
H 0.180 -4.595 -2.513
H 0.964 -3.830 -3.866
H -0.599 -3.256 -3.330
H 3.710 2.308 -3.462
H 4.979 1.731 -2.408
H 3.533 2.425 -1.716
H 3.404 -0.384 -4.893
H 3.529 -1.893 -4.016
H 4.887 -0.779 -4.052
H 3.217 -0.849 -0.093
H 4.615 0.169 -0.372
H 4.600 -1.471 -0.991
H -0.924 2.405 -2.803
H -2.017 1.567 -3.876
H -0.510 2.178 -4.494
H -1.415 -0.327 -1.040
H -1.676 -1.761 -2.024
H -2.594 -0.302 -2.345
H 0.856 -0.280 -5.457
H -0.873 -0.509 -5.588
H 0.151 -1.804 -4.992
O 0.929 3.565 0.313
C 1.083 3.063 -0.800
O 0.926 1.841 -1.095
C 1.495 3.999 -1.911
C 1.564 3.561 -3.228
C 1.958 4.405 -4.259
C 2.321 5.688 -3.912
O 2.808 6.687 -4.690
C 3.035 7.786 -3.828
O 2.674 7.421 -2.513
C 2.243 6.132 -2.582
C 1.823 5.314 -1.565
H 1.328 2.533 -3.432
H 1.994 4.068 -5.283
H 2.423 8.638 -4.165
H 4.102 8.064 -3.857
H 1.749 5.658 -0.547
C 3.347 -2.964 2.991
C 4.012 -1.671 2.541
O 3.228 -0.536 2.851
P 2.016 0.236 2.073
O 2.688 1.522 1.446
C 3.433 2.500 2.191
C 4.888 2.494 1.758
O 1.354 0.853 3.405
C 0.934 0.057 4.513
C 1.945 0.108 5.648
H 4.032 -3.795 2.844
H 2.435 -3.153 2.426
H 3.093 -2.911 4.047
H 4.239 -1.704 1.474
H 4.949 -1.525 3.093
H 3.343 2.286 3.257
H 2.966 3.463 1.972
H 5.327 1.516 1.935
H 5.439 3.239 2.325
H 4.966 2.731 0.700
H 0.779 -0.977 4.195
H -0.028 0.478 4.824
H 2.887 -0.333 5.336
H 1.570 -0.441 6.508
H 2.123 1.138 5.936